Entry 1:
The following is a DFT calculation (the ωB97M-V functional and the def2-TZVPD basis) of a cluster of 4 separate species, C21H32N7O in total at a distorted geometry.

Geometry (Å):
C (5.59531, -1.65596, 0.01822)
C (4.44995, -1.37615, -0.15155)
C (3.11011, -0.93511, -0.47243)
N (3.23225, -0.00627, -1.67747)
C (1.85015, 0.05128, -2.02508)
N (1.37046, 1.11168, -2.68228)
N (1.11332, -0.98126, -1.60437)
C (0.19920, -1.48433, -2.67124)
C (-1.19639, -1.84888, -2.11221)
O (-1.08513, -2.10160, -0.73545)
C (-2.15345, -1.56554, 0.03963)
C (-2.18309, -0.02568, 0.05733)
C (2.11432, -1.94625, -1.03036)
N (1.75031, -2.76943, 0.09881)
H (6.65073, -1.63582, 0.13432)
H (2.64721, -0.32680, 0.29863)
H (3.60603, -0.64395, -2.39473)
H (1.83354, 1.41530, -3.52462)
H (0.62054, 1.68508, -2.33066)
H (0.64582, -2.37760, -3.10266)
H (0.09937, -0.74751, -3.45618)
H (-1.52679, -2.75333, -2.62647)
H (-1.92002, -1.07047, -2.34854)
H (-3.11411, -1.98861, -0.25242)
H (-1.97043, -1.91086, 1.05351)
H (-1.30729, 0.34308, -0.47444)
H (-2.18633, 0.36973, 1.06486)
H (-3.06954, 0.29412, -0.48137)
H (2.47217, -2.61902, -1.80899)
H (1.08026, -3.46382, -0.21488)
H (1.31518, -2.22310, 0.83174)
N (4.05934, -5.02643, -1.37102)
C (3.52090, -6.26790, -1.59238)
C (4.53311, -7.07956, -2.03540)
C (5.72448, -6.29975, -2.07832)
C (5.38774, -5.03970, -1.66588)
H (3.57275, -4.21381, -1.04657)
H (2.47803, -6.46625, -1.41404)
H (4.43379, -8.11987, -2.29483)
H (6.70541, -6.62828, -2.37541)
H (5.96691, -4.13884, -1.55243)
N (-4.81317, 2.13628, 4.40236)
C (-4.39959, 3.40283, 4.71361)
C (-3.08202, 3.51463, 4.35917)
C (-2.68574, 2.26611, 3.81026)
C (-3.77734, 1.43899, 3.84819)
H (-5.73642, 1.77573, 4.55730)
H (-5.07547, 4.11309, 5.15752)
H (-2.46981, 4.39227, 4.47846)
H (-1.71069, 2.00760, 3.43092)
H (-3.90598, 0.41776, 3.53168)
N (-3.39818, 7.82188, 0.82828)
C (-3.89950, 7.10197, 1.87847)
C (-3.54855, 5.79128, 1.69708)
C (-2.80310, 5.72055, 0.48813)
C (-2.72676, 6.98975, -0.02250)
H (-3.50793, 8.81086, 0.70143)
H (-4.46062, 7.58248, 2.66127)
H (-3.79692, 4.97612, 2.35335)
H (-2.37258, 4.83753, 0.04533)
H (-2.25574, 7.36976, -0.91270)

Forces on the atoms, in the same order (eV/Å):
C 0.5 0.5 0.0
C -0.7 -0.3 0.1
C 1.0 0.3 -2.1
N -1.3 -0.4 -0.2
C 0.4 0.5 0.6
N -0.2 -0.2 -0.4
N 1.0 0.5 -1.9
C -1.3 -0.4 0.8
C 0.3 -0.2 -0.2
O -0.1 0.0 -0.1
C 0.2 0.3 0.9
C -0.2 -0.7 -0.7
C -0.3 -0.5 3.3
N -0.6 -0.1 -1.3
H 0.2 -0.5 0.1
H 0.0 -0.2 0.4
H 0.7 0.4 0.0
H 0.5 0.5 0.4
H -0.5 -0.5 -0.2
H 0.3 0.0 0.1
H 0.1 0.1 0.0
H -0.1 0.0 -0.1
H 0.0 0.2 0.2
H 0.0 0.0 -0.3
H 0.1 -0.2 0.0
H 0.1 0.2 0.1
H -0.1 0.1 0.1
H 0.0 0.5 0.1
H 0.2 0.3 -0.3
H -0.1 -0.1 0.4
H 0.0 0.0 0.1
N -0.2 0.0 -0.1
C 0.1 0.0 -0.1
C 0.0 0.0 0.0
C -0.2 0.0 0.0
C 0.3 0.2 0.0
H -0.1 -0.1 0.4
H 0.0 0.0 0.0
H 0.0 0.0 0.0
H 0.0 0.0 0.0
H 0.1 -0.1 0.0
N 0.0 0.1 0.0
C 0.0 0.0 0.0
C 0.0 0.0 0.1
C 0.0 0.0 -0.1
C 0.0 -0.1 0.0
H 0.0 0.0 0.0
H 0.0 0.0 0.0
H 0.0 0.0 0.0
H 0.0 0.0 0.0
H 0.0 0.0 0.0
N 0.0 0.0 0.0
C 0.0 0.0 0.0
C 0.0 0.0 -0.1
C 0.0 0.0 0.0
C 0.0 0.0 0.0
H 0.0 0.0 0.0
H 0.0 0.0 0.0
H 0.0 0.0 0.0
H 0.0 0.0 0.0
H 0.0 0.0 0.0

Computed properties:
Gap between HOMO and LUMO   5.59 eV
E_LUMO   -4.21 eV
Net charge   +1
Electronic energy   -34763.5122 eV
E_HOMO   -9.801 eV
Multiplicity   1

List of Mulliken charges in e, atom by atom: 0.21 -1.51 0.42 -0.54 0.19 -0.29 0.57 -0.76 -0.67 -0.35 -0.47 -0.43 -0.86 -0.41 0.47 0.53 0.41 0.23 0.27 0.30 0.60 0.39 0.42 0.32 0.34 0.03 0.01 0.37 0.59 0.31 0.27 0.10 -0.31 -0.60 -0.61 -0.28 0.35 0.37 0.39 0.41 0.25 0.01 -0.40 -0.61 -0.23 -0.62 0.19 0.39 0.48 0.41 0.40 0.03 -0.78 0.10 -0.67 -0.45 0.18 0.36 0.43 0.42 0.36

=====

Entry 2:
The following is a DFT calculation (the ωB97M-V functional and the def2-TZVPD basis) of a cluster of 2 separate species, C4H14N2O in total at a distorted geometry.

Geometry (Å):
C (-1.78186, -0.74298, 0.40270)
C (-1.62737, 0.35474, -0.67815)
C (-0.20297, 0.91248, -0.88566)
C (1.60874, 2.15011, 0.10398)
N (0.24962, 1.63049, 0.31174)
N (-1.02078, -1.98823, 0.19441)
H (-1.39083, -0.35582, 1.35018)
H (-2.81207, -1.01950, 0.60307)
H (-2.35473, 1.13778, -0.47375)
H (-1.83882, -0.11106, -1.64867)
H (0.44832, 0.06553, -1.15952)
H (-0.12299, 1.60095, -1.72056)
H (1.54591, 3.01469, -0.55215)
H (2.28056, 1.36010, -0.23106)
H (2.04049, 2.57305, 1.01951)
H (0.10056, 1.12242, 1.17650)
H (-1.31120, -2.52656, -0.60675)
H (-0.04106, -1.75499, 0.03655)
H (2.21699, -1.14225, 0.70225)
H (2.10496, -2.51142, 1.27668)
O (2.11036, -2.04196, 0.41466)

Forces on the atoms, in the same order (eV/Å):
C 1.2 -0.2 0.0
C 0.2 -0.6 -0.7
C -0.5 -0.4 1.5
C -0.6 0.0 1.2
N 0.4 0.4 -0.6
N 0.3 0.6 0.1
H -0.2 0.1 0.1
H -0.2 0.2 -0.3
H 0.1 0.2 -0.1
H -0.5 0.1 0.1
H 0.1 0.0 0.1
H -0.4 0.2 -0.2
H 0.2 -0.3 -0.6
H 0.3 0.1 -0.5
H -0.3 -0.3 0.1
H 0.3 0.0 -0.3
H -0.3 0.1 -0.2
H -0.2 -0.3 0.1
H 0.2 0.8 -0.1
H -0.1 0.1 -0.9
O 0.0 -0.8 0.9

Computed properties:
Gap between HOMO and LUMO   9.50 eV
E_LUMO   0.71 eV
Structure (SMILES)   CNCCCN.O
Electronic energy   -9402.2244 eV
E_HOMO   -8.795 eV
Multiplicity   1

List of Mulliken charges in e, atom by atom: -0.67 -0.54 -0.54 -0.92 -0.33 -0.52 0.29 0.36 0.33 0.28 0.26 0.40 0.30 0.30 0.34 0.24 0.23 0.20 0.29 0.34 -0.66

=====

Entry 3:
The following is a DFT calculation (the ωB97M-V functional and the def2-TZVPD basis) of a structure of composition C30H34Br2FGeN3NiO3Se.

Geometry (Å):
Ni (-0.86569, -0.73327, -0.23335)
Br (-2.24448, -5.58714, -4.55389)
C (-1.78359, -4.23075, -3.30502)
C (-0.49830, -3.66159, -3.37237)
C (-0.21408, -2.68287, -2.44507)
N (-1.06612, -2.26018, -1.51270)
C (-2.32844, -2.81171, -1.45410)
C (-2.69245, -3.83088, -2.37565)
C (-3.18873, -2.29744, -0.45047)
C (-4.48572, -2.80535, -0.17444)
C (-5.19846, -2.27283, 0.85302)
Br (-6.92829, -2.94568, 1.25389)
C (-4.68017, -1.22753, 1.64197)
C (-3.42466, -0.77161, 1.30587)
N (-2.68753, -1.25781, 0.30630)
H (0.22611, -3.97431, -4.10773)
H (0.75856, -2.20148, -2.43006)
H (-3.67531, -4.27688, -2.35049)
H (-4.89852, -3.61318, -0.75989)
H (-5.23987, -0.79174, 2.45434)
H (-2.97444, 0.05096, 1.85099)
C (2.35866, 5.50523, -2.97617)
C (1.79759, 4.31420, -3.74411)
C (0.97081, 4.70764, -4.96112)
C (-0.27628, 5.46991, -4.53770)
C (-1.02624, 4.71861, -3.46783)
C (-2.36640, 4.94833, -3.25358)
C (-3.05516, 4.24076, -2.27542)
F (-4.36547, 4.50848, -2.11333)
C (-2.45170, 3.29402, -1.50037)
C (-1.08904, 3.04210, -1.69630)
C (-0.43620, 2.00664, -0.87434)
O (-1.06189, 1.43649, 0.03303)
C (0.94259, 1.75381, -1.19284)
C (1.57206, 2.52219, -2.11877)
N (0.97519, 3.47832, -2.85425)
C (-0.37667, 3.75176, -2.67229)
C (1.74752, 0.71029, -0.47097)
O (2.93618, 0.93721, -0.22414)
O (1.12814, -0.36417, -0.14810)
H (2.95867, 6.13445, -3.63501)
H (2.99069, 5.16593, -2.15523)
H (1.55988, 6.11431, -2.55196)
H (2.62196, 3.67895, -4.07078)
H (0.68763, 3.80167, -5.50192)
H (1.58449, 5.31084, -5.63110)
H (-0.93270, 5.63472, -5.39277)
H (-0.00147, 6.46143, -4.16720)
H (-2.90562, 5.67317, -3.85087)
H (-2.99227, 2.73137, -0.75227)
H (2.63170, 2.37962, -2.29336)
C (1.01561, -1.76065, 5.55079)
Ge (2.43822, -2.94573, 4.91763)
C (3.81210, -3.11294, 6.29857)
C (1.72055, -4.71546, 4.49353)
C (3.41650, -2.19936, 3.34988)
Se (2.51257, -1.49835, 1.77340)
C (1.76485, 0.08223, 2.59464)
H (0.53969, -2.22512, 6.41553)
H (0.24548, -1.58643, 4.80030)
H (1.41175, -0.79627, 5.87055)
H (3.37566, -3.53406, 7.20492)
H (4.23898, -2.14109, 6.54702)
H (4.61967, -3.76991, 5.97527)
H (1.56427, -5.26097, 5.42508)
H (2.41456, -5.29392, 3.88284)
H (0.76757, -4.66038, 3.97029)
H (4.09013, -2.97398, 2.97650)
H (4.05827, -1.38037, 3.68326)
H (1.80968, -0.02518, 3.67349)
H (0.74350, 0.16964, 2.23134)
H (2.35870, 0.91712, 2.23413)
C (0.96295, -2.64394, 1.76891)
H (0.43194, -2.55722, 2.71229)
H (1.32053, -3.66020, 1.61785)
H (0.32979, -2.31247, 0.94191)

Forces on the atoms, in the same order (eV/Å):
Ni 0.0 0.3 0.0
Br 0.0 0.0 0.0
C -0.1 -0.1 0.0
C 0.1 0.0 0.0
C 0.0 0.0 0.0
N 0.0 0.0 0.1
C 0.0 0.0 0.0
C 0.0 0.0 0.0
C 0.1 0.0 0.1
C -0.1 0.0 0.0
C 0.0 0.0 0.0
Br 0.0 0.0 0.0
C 0.0 0.0 0.0
C 0.0 0.0 -0.1
N -0.1 -0.1 0.0
H 0.0 0.0 0.0
H 0.0 0.0 0.0
H 0.0 0.0 0.0
H 0.0 0.0 0.0
H 0.0 0.0 0.0
H 0.0 0.0 0.0
C 0.0 0.0 0.0
C 0.0 0.0 0.0
C 0.0 0.0 0.0
C 0.0 0.0 0.0
C 0.0 0.0 0.0
C 0.0 0.0 0.0
C 0.0 0.0 0.0
F 0.0 0.0 0.0
C 0.1 0.0 0.0
C 0.0 0.0 0.0
C 0.0 0.1 -0.1
O -0.1 -0.1 0.0
C -0.1 0.0 0.1
C 0.0 0.0 0.0
N 0.0 0.0 0.0
C 0.0 0.0 0.0
C 0.0 -0.1 0.0
O -0.1 0.0 0.0
O 0.2 0.0 -0.1
H 0.0 0.0 0.0
H 0.0 0.0 0.0
H 0.0 0.0 0.0
H 0.0 0.0 0.0
H 0.0 0.0 0.0
H 0.0 0.0 0.0
H 0.0 0.0 0.0
H 0.0 0.0 0.0
H 0.0 0.0 0.0
H 0.0 0.0 0.0
H 0.0 0.0 0.0
C 0.0 0.0 0.0
Ge 0.1 0.0 0.0
C 0.0 0.0 0.0
C 0.0 0.0 0.0
C 0.0 -0.1 0.1
Se 0.0 0.0 -0.1
C 0.0 0.0 0.0
H 0.0 0.0 0.0
H 0.0 0.0 0.0
H 0.0 0.0 0.0
H 0.0 0.0 0.0
H 0.0 0.0 0.0
H 0.0 0.0 0.0
H 0.0 0.0 0.0
H 0.0 0.0 0.0
H 0.0 0.0 0.0
H 0.0 0.0 0.0
H 0.0 0.0 0.0
H 0.0 0.0 0.0
H 0.0 0.0 0.0
H 0.0 0.0 0.0
C 0.0 0.0 0.0
H 0.0 0.0 0.0
H 0.0 0.0 0.0
H 0.0 -0.1 0.0

Computed properties:
Gap between HOMO and LUMO (spin up / spin down)   4.64 / 6.61 eV
E_LUMO (spin up / spin down)   0.16 / 0.16 eV
<S²>   2.03
Electronic energy   -347982.9881 eV
E_HOMO (spin up / spin down)   -4.486 / -6.456 eV
Multiplicity   3

List of Mulliken charges in e, atom by atom: -0.29 -0.22 -0.02 -0.92 -0.21 0.19 0.38 -0.81 0.83 -0.83 -0.01 -0.22 -0.92 -0.16 0.38 0.42 0.46 0.43 0.43 0.41 0.46 -1.40 -0.23 -1.06 -1.18 1.10 -0.70 0.08 -0.36 -1.09 0.30 1.52 -0.93 0.08 -0.15 0.12 -0.50 -0.05 -0.78 -0.34 0.39 0.39 0.37 0.50 0.36 0.43 0.47 0.36 0.53 0.65 0.46 -1.25 0.56 -1.23 -1.15 -1.15 0.42 -0.71 0.41 0.37 0.38 0.37 0.37 0.38 0.40 0.38 0.39 0.51 0.43 0.34 0.04 0.41 0.36 0.06 0.48 -0.68